(1)
Computed, not measured: a single C7H12O2S molecule at a distorted geometry, with ωB97M-V/def2-TZVPD.

Structure (XYZ):
```
22
Properties=species:S:1:pos:R:3:mulliken_charge:R:1
C -0.79038 1.21058 -0.16373 -0.6753
C -1.63535 0.26799 0.12728 0.8662
C -1.20750 -1.12033 0.46923 -0.7930
C 1.45240 0.07650 -0.16697 0.4340
C -3.13535 0.48900 0.16951 -1.3689
C 1.84829 0.14753 -1.59617 -1.2916
C 2.23636 0.74874 0.89528 -1.3005
O 0.75696 -2.39175 -0.75446 -0.7036
O 1.06207 -1.81529 1.62717 -0.7177
S 0.61137 -1.42804 0.31164 1.2623
H -0.78955 2.24336 -0.41479 0.3599
H -1.44080 -1.36408 1.50537 0.3982
H -1.66764 -1.85694 -0.18579 0.3934
H -3.38697 1.48552 -0.18508 0.3568
H -3.49524 0.38040 1.19161 0.3162
H -3.63745 -0.25060 -0.45302 0.3261
H 1.07540 -0.29614 -2.21910 0.3284
H 2.76318 -0.43154 -1.75632 0.3706
H 2.03719 1.17473 -1.90719 0.3746
H 3.26112 0.36214 0.90716 0.3647
H 1.79365 0.54297 1.86595 0.3535
H 2.28823 1.82525 0.73243 0.3457
```

Results
- Gap between HOMO and LUMO (alpha / beta): 8.443 / 8.367 eV
- DFT total energy: -22379.683 eV
- Relative energy (zero: lowest compared OMol25 entry of this formula, charge and spin): 265.5 kJ/mol
- Total charge: 0
- LUMO energy (alpha / beta): -0.347 / -0.249 eV



(2)
Computed, not measured: 2 unconnected molecules or ions with the total composition C7H12O3SSi at a distorted geometry, with ωB97M-V/def2-TZVPD.

Structure (XYZ):
```
24
Properties=species:S:1:pos:R:3:mulliken_charge:R:1
C 2.81892 0.10091 -2.99658 -0.5284
C 2.11158 0.42381 -1.80337 -0.3799
C 2.26900 -0.96718 -3.68583 -0.3762
C 0.97796 -0.30186 -1.60430 -0.0093
C -2.94674 -1.09849 -0.23530 -0.6893
C 0.77759 -2.03964 2.02757 -0.6261
C -0.46100 2.60321 1.61904 -0.7223
O -2.14155 -0.06773 0.37543 -0.1533
O -0.38499 -1.35646 1.74852 -0.1545
O -0.40270 1.28565 1.94105 -0.3116
Si -0.69335 -0.01302 0.99761 0.5734
S 0.84746 -1.46650 -2.80522 -0.1643
H 3.83403 0.36867 -3.12231 0.3290
H 2.50178 1.34867 -1.33104 0.2859
H 2.69933 -1.64730 -4.43669 0.3412
H -2.78024 -2.07195 0.03033 0.3135
H -2.91093 -1.00863 -1.28015 0.3217
H -3.96079 -0.61989 0.02635 0.2401
H 1.52985 -1.48883 2.57878 0.2746
H 1.26760 -2.02289 0.95245 0.2664
H 0.62942 -3.01306 2.34355 0.2741
H 0.57611 2.93227 1.19192 0.2494
H -0.37079 3.05602 2.56288 0.3166
H -1.26975 3.04392 1.12729 0.3294
```

Results
- Gap between HOMO and LUMO (alpha / beta): 7.762 / 7.762 eV
- DFT total energy: -32306.560 eV
- Relative energy (zero: lowest compared OMol25 entry of this formula, charge and spin): 187.5 kJ/mol
- Total charge: 0
- LUMO energy (alpha / beta): -0.226 / -0.226 eV



(3)
Computed, not measured: a molecular structure, C7H12O4P2 at a distorted geometry, with ωB97M-V/def2-TZVPD.

Structure (XYZ):
```
25
Properties=species:S:1:pos:R:3:mulliken_charge:R:1
C -0.67060 1.96651 2.01348 -1.0892
C 0.15422 1.82494 0.96394 0.6564
C 0.74006 0.50268 0.74685 0.7205
C -1.13030 -1.52127 -0.62989 0.7188
C 0.52208 2.93841 0.01065 -1.2324
C -3.43716 -1.88701 -1.08493 -0.7077
C 2.04719 -0.77037 -0.69231 -0.5244
O 0.63427 -0.43848 1.51470 -0.5918
O -1.21956 -0.33269 -0.78339 -0.5191
O 1.47032 0.44134 -0.37541 -0.2177
O -2.10552 -2.39707 -0.64593 -0.2905
P 3.55746 -1.39520 0.10265 -0.0403
P 0.46153 -2.37229 -0.02740 0.0215
H -1.01618 2.99326 2.34569 0.2450
H -1.03331 1.20389 2.65126 0.3378
H 1.52530 3.35007 -0.10501 0.3183
H -0.02581 3.93929 0.16811 0.3280
H 0.22279 2.67667 -0.90137 0.3669
H -3.41499 -1.55908 -2.20462 0.2621
H -3.66395 -1.25464 -0.29338 0.3422
H -3.85929 -2.86210 -0.94259 0.2888
H 1.95090 -0.77989 -1.83666 0.4703
H 4.45776 -0.34411 -0.31470 0.0527
H 3.20741 -0.98075 1.49441 0.0543
H 0.62538 -2.94212 -1.17416 0.0294
```

Results
- Gap between HOMO and LUMO: 9.448 eV
- DFT total energy: -34217.026 eV
- Relative energy (zero: lowest compared OMol25 entry of this formula, charge and spin): 47.7 kJ/mol
- Total charge: 0
- LUMO energy: 0.531 eV



(4)
Computed, not measured: a molecular structure, C7H12O6Si at a distorted geometry, with ωB97M-V/def2-TZVPD.

Structure (XYZ):
```
26
Properties=species:S:1:pos:R:3:mulliken_charge:R:1
C 2.27495 -2.60382 -0.10511 0.2698
C 1.13404 0.62682 0.64579 0.7408
C -1.61601 0.09781 -0.54578 0.4422
C 1.32099 2.58910 1.63105 -0.8032
C -3.18439 1.15081 0.99588 -0.7800
C 0.52300 0.04056 -2.71492 -1.0574
C -0.09866 -2.59012 -0.02267 -0.6220
O 2.25762 -1.62444 -0.83281 -0.5376
O 1.61761 0.14605 1.63655 -0.5687
O -2.49891 -0.23419 -1.27268 -0.5373
O 1.20751 -3.14656 0.42019 -0.3353
O 0.99140 1.92481 0.42746 -0.2789
O -1.85975 0.76814 0.66318 -0.2082
Si 0.21437 -0.34388 -0.76993 0.5223
H 3.27832 -2.99886 0.16762 0.3865
H 2.34084 2.75339 1.77775 0.3364
H 0.90120 2.06760 2.50311 0.3092
H 0.97059 3.57212 1.48593 0.2853
H -3.66406 1.45369 0.14565 0.3615
H -3.21925 1.88821 1.77291 0.2457
H -3.73791 0.25607 1.40360 0.2627
H 1.63668 -0.01508 -3.02310 0.2909
H 0.18227 -0.84608 -3.13492 0.3527
H 0.03422 0.96349 -3.08068 0.3382
H -0.75521 -2.63819 0.81266 0.3239
H -0.25147 -3.25747 -0.98675 0.2606
```

Results
- Gap between HOMO and LUMO: 10.182 eV
- DFT total energy: -27614.120 eV
- Relative energy (zero: lowest compared OMol25 entry of this formula, charge and spin): 648.2 kJ/mol
- Total charge: 0
- LUMO energy: 0.777 eV



(5)
Computed, not measured: a single C7H12OS molecule at a distorted geometry, with ωB97M-V/def2-TZVPD.

Structure (XYZ):
```
21
Properties=species:S:1:pos:R:3:mulliken_charge:R:1
C -0.06212 -0.76867 0.03228 -1.0830
C 1.24465 -0.84982 0.21092 0.6816
C -0.15965 1.55542 1.04880 -1.3090
C -0.85842 0.55463 0.14250 1.8569
C 2.00319 -2.10494 0.06073 -1.1807
C -2.28718 0.10972 0.55065 -1.4942
C -0.77599 1.11351 -1.31975 -1.3175
O 2.75753 1.03828 -0.93847 -0.4621
S 2.27099 0.67891 0.39829 0.3136
H -0.62988 -1.66646 -0.26881 0.2458
H -0.52615 2.66947 1.06111 0.2492
H 0.28889 1.38453 1.97872 0.4884
H 1.37093 -2.87840 -0.52933 0.2896
H 2.10485 -2.69288 0.99364 0.2814
H 3.04382 -1.90760 -0.27336 0.3444
H -2.70684 -0.09123 -0.45298 0.3715
H -2.77800 0.97562 1.06801 0.3327
H -2.20069 -0.64512 1.39467 0.3723
H -1.53262 0.70012 -2.01804 0.4176
H 0.09132 0.63676 -1.88895 0.3238
H -0.65864 2.18814 -1.25061 0.2780
```

Results
- Gap between HOMO and LUMO (alpha / beta): 8.425 / 7.984 eV
- DFT total energy: -20331.850 eV
- Relative energy (zero: lowest compared OMol25 entry of this formula, charge and spin): 391.5 kJ/mol
- Total charge: 0
- LUMO energy (alpha / beta): 0.026 / -0.357 eV



(6)
Computed, not measured: a single C7H12OSi molecule at a distorted geometry, with ωB97M-V/def2-TZVPD.

Structure (XYZ):
```
21
Properties=species:S:1:pos:R:3:mulliken_charge:R:1
C -2.67432 -0.81565 -0.84296 -0.6464
C 0.91598 0.48173 -2.88441 -0.6308
C -0.85268 2.86964 0.30358 -0.6694
C -1.97607 -0.27568 0.14921 -0.1378
C 0.36016 -0.26045 -1.94516 -0.3022
C -0.12732 1.76999 0.66174 -0.3071
C 1.41347 -2.25061 1.79913 -0.6829
O 1.00203 -1.10460 0.87178 -0.5265
Si -0.15394 0.09782 -0.16814 0.7224
H -3.78456 -1.00115 -0.76921 0.2367
H -2.30086 -1.28752 -1.84336 0.1631
H 1.17222 0.16324 -3.81567 0.3626
H 0.91305 1.54017 -2.63592 0.1885
H -0.69096 3.67146 1.01158 0.2610
H -1.19749 3.10879 -0.66861 0.2922
H -2.55378 0.05461 1.01526 0.3377
H 0.18113 -1.31896 -2.11128 0.2536
H 0.41235 2.01649 1.58521 0.2789
H 0.89103 -1.96136 2.71196 0.2638
H 1.12652 -3.16067 1.40555 0.2808
H 2.41139 -2.16125 2.11159 0.2618
```

Results
- Gap between HOMO and LUMO: 9.950 eV
- DFT total energy: -17374.950 eV
- Relative energy (zero: lowest compared OMol25 entry of this formula, charge and spin): 396.3 kJ/mol
- Total charge: 0
- LUMO energy: 0.850 eV



Q: Which formula does entry 4 have?
A: C7H12O6Si



Copy entry 5 word for word.
Computed, not measured: a single C7H12OS molecule at a distorted geometry, with ωB97M-V/def2-TZVPD.

Structure (XYZ):
```
21
Properties=species:S:1:pos:R:3:mulliken_charge:R:1
C -0.06212 -0.76867 0.03228 -1.0830
C 1.24465 -0.84982 0.21092 0.6816
C -0.15965 1.55542 1.04880 -1.3090
C -0.85842 0.55463 0.14250 1.8569
C 2.00319 -2.10494 0.06073 -1.1807
C -2.28718 0.10972 0.55065 -1.4942
C -0.77599 1.11351 -1.31975 -1.3175
O 2.75753 1.03828 -0.93847 -0.4621
S 2.27099 0.67891 0.39829 0.3136
H -0.62988 -1.66646 -0.26881 0.2458
H -0.52615 2.66947 1.06111 0.2492
H 0.28889 1.38453 1.97872 0.4884
H 1.37093 -2.87840 -0.52933 0.2896
H 2.10485 -2.69288 0.99364 0.2814
H 3.04382 -1.90760 -0.27336 0.3444
H -2.70684 -0.09123 -0.45298 0.3715
H -2.77800 0.97562 1.06801 0.3327
H -2.20069 -0.64512 1.39467 0.3723
H -1.53262 0.70012 -2.01804 0.4176
H 0.09132 0.63676 -1.88895 0.3238
H -0.65864 2.18814 -1.25061 0.2780
```

Results
- Gap between HOMO and LUMO (alpha / beta): 8.425 / 7.984 eV
- DFT total energy: -20331.850 eV
- Relative energy (zero: lowest compared OMol25 entry of this formula, charge and spin): 391.5 kJ/mol
- Total charge: 0
- LUMO energy (alpha / beta): 0.026 / -0.357 eV